Molecular formula: C42H112N16O8P4
Method: DFT, ωB97M-V/def2-TZVPD

The geometry in XYZ format:
```
182
Properties=species:S:1:pos:R:3:forces:R:3
C 0.56282 2.47134 3.58863 -1.594 -0.059 2.196
O -0.61183 2.52683 3.93931 8.412 6.535 6.349
N 1.38485 3.50624 3.54884 1.398 1.394 -1.247
C 2.75579 3.34407 3.07737 -1.033 0.318 1.383
C 1.15823 4.84547 4.09220 -0.237 -0.945 0.001
H 0.98015 1.50641 3.26162 -0.594 1.087 2.435
H 3.41288 3.59425 3.91029 -0.999 1.287 -0.381
H 3.00185 3.88607 2.16425 0.046 0.198 0.470
H 2.97874 2.28339 2.96186 -0.864 2.739 0.563
H 1.85619 4.90836 4.92706 -0.041 0.563 0.129
H 1.40618 5.57076 3.31723 -0.109 0.201 0.170
H 0.13504 4.95865 4.45049 0.100 -0.037 -0.173
C 1.92792 -1.59843 -2.22695 0.616 -0.392 -1.560
O 2.68078 -2.45984 -2.74968 -1.783 1.646 0.592
N 1.05360 -0.74296 -2.86539 0.861 -2.013 -0.952
C 0.45467 0.43165 -2.26499 1.128 -0.635 -1.512
C 0.85501 -0.84108 -4.32343 0.869 0.514 0.161
H 1.98764 -1.44514 -1.13831 -0.991 -0.047 -2.536
H 0.82715 1.28375 -2.83355 -0.347 -0.056 -0.272
H 0.75073 0.55846 -1.22366 0.498 0.004 -1.733
H -0.62993 0.32394 -2.27749 1.129 0.396 -0.923
H 1.30498 0.05789 -4.74470 -0.118 0.259 -0.266
H 1.40121 -1.65417 -4.80162 -0.104 -0.279 0.575
H -0.18773 -0.87029 -4.63956 -0.069 -0.011 0.396
C 0.61888 -0.73162 0.30374 -2.545 1.760 2.274
O 0.08386 -1.76376 -0.12492 4.581 3.981 1.678
N 0.01109 0.47170 0.25840 -0.055 1.444 1.836
C 0.67188 1.67120 0.88435 -4.921 1.217 -5.780
C -1.29027 0.63657 -0.37409 2.455 4.387 3.223
H 1.54623 -0.64256 0.89050 -1.555 -0.570 -0.277
H 0.49271 2.62241 0.38315 0.063 -2.604 2.127
H 1.74770 1.52682 0.78512 -2.090 1.488 -3.980
H 0.46075 1.66400 1.95369 -3.998 2.015 -3.151
H -1.57156 -0.20687 -1.00463 2.088 1.312 4.239
H -1.96719 0.95832 0.41734 -0.197 0.102 -0.461
H -1.25996 1.43339 -1.11723 0.246 0.563 0.312
O -2.16230 -0.54928 -1.87848 -6.014 -5.014 -7.999
P -3.40833 -0.53960 -2.70774 -3.159 0.765 -3.102
N -4.91112 -1.07832 -1.91337 2.489 1.508 -0.002
C -4.70321 -2.31249 -1.09078 -0.799 1.600 -2.750
C -6.27369 -0.81641 -2.37550 0.137 -0.602 -0.460
N -3.26704 -1.43777 -4.20607 1.169 1.089 2.802
C -4.27817 -1.50330 -5.22721 -0.104 0.866 -0.096
C -2.23866 -2.48166 -4.23510 -0.572 -0.440 0.073
N -3.72370 1.10134 -3.31133 -1.226 -1.507 1.232
C -2.70906 1.68279 -4.15988 0.998 -0.334 0.423
C -4.19960 2.05973 -2.27366 -0.370 -1.110 -0.086
H -4.14451 -2.09893 -0.17955 -1.309 1.485 -2.003
H -4.17239 -3.00678 -1.74216 0.201 -0.298 0.361
H -5.68874 -2.73621 -0.89765 0.074 0.001 0.336
H -6.99884 -0.71806 -1.56767 0.325 0.227 0.413
H -6.61080 -1.69260 -2.92935 -0.197 -0.076 -0.337
H -6.38628 0.04656 -3.03178 0.413 0.037 0.092
H -3.79752 -1.93727 -6.10399 -0.311 -0.136 -0.079
H -5.20773 -2.01272 -4.97322 0.135 -0.547 0.146
H -4.58778 -0.49013 -5.48359 0.034 0.144 -0.134
H -1.81037 -2.52493 -5.23650 0.235 0.048 0.012
H -1.47241 -2.36316 -3.46899 -0.045 0.302 -0.105
H -2.69114 -3.45174 -4.02943 -0.033 -0.295 -0.068
H -1.84483 1.93656 -3.54604 0.383 0.320 0.099
H -2.32379 0.95754 -4.87660 -0.349 0.084 -0.263
H -3.03679 2.61279 -4.62440 -0.283 -0.236 -0.158
H -3.42238 2.26299 -1.53698 0.039 0.202 0.097
H -5.05842 1.60097 -1.78370 0.177 -0.061 0.314
H -4.60690 2.98993 -2.66983 0.438 -0.017 -0.497
O 0.59959 5.70341 -3.34717 0.430 -0.430 0.029
P 1.76318 5.11553 -2.64404 -0.633 -1.472 0.139
N 2.46492 3.83174 -3.52765 0.766 -0.558 -0.404
C 3.52259 2.91512 -2.94871 -1.573 0.645 -1.268
C 1.79957 3.21165 -4.73454 0.365 1.981 0.647
N 1.31172 4.42138 -1.15093 -0.443 1.811 0.246
C 0.25291 3.40770 -1.23565 0.239 1.134 -1.961
C 2.25814 4.17547 -0.00577 -7.703 9.480 -4.316
N 3.03294 6.15446 -2.36787 0.306 0.444 2.756
C 2.87297 7.28054 -1.34351 0.135 -1.220 -0.847
C 3.81018 6.57248 -3.48883 -0.007 0.758 -1.622
H 4.34734 3.35309 -2.38650 -0.268 0.804 -0.511
H 3.94881 2.43306 -3.82851 0.114 -0.318 0.262
H 3.03451 2.20352 -2.28275 0.167 -0.265 -0.655
H 1.15867 2.36607 -4.48482 -0.006 0.114 -0.106
H 2.49741 2.96775 -5.53555 0.533 -0.450 0.444
H 1.26709 4.03811 -5.20520 -0.707 -0.240 0.276
H -0.10948 3.09623 -0.25597 -1.469 2.003 -2.314
H -0.60307 3.69352 -1.84696 0.232 0.401 -0.241
H 0.74275 2.54661 -1.69028 -0.643 -0.098 0.282
H 2.60016 5.13737 0.37616 0.205 0.084 0.208
H 1.66764 3.69622 0.77508 0.354 0.072 -0.068
H 3.05505 3.52006 -0.35716 -2.556 7.394 -6.376
H 2.80539 6.84754 -0.34549 -0.304 0.222 -0.127
H 3.77362 7.89413 -1.36481 0.024 -0.186 -0.091
H 2.02972 7.93127 -1.57500 -0.166 -0.147 0.078
H 3.13206 7.02654 -4.21138 0.078 0.107 -0.525
H 4.37444 5.80215 -4.01448 -0.187 -0.325 0.311
H 4.51365 7.36887 -3.24598 0.033 -0.189 0.413
O 1.70848 1.14774 2.13529 13.454 -9.405 8.038
P 3.15514 0.72850 2.11052 4.061 -2.344 -0.274
N 3.44460 -0.83577 1.55190 -0.557 -0.450 -0.672
C 4.10304 -1.94399 2.24315 0.219 1.113 0.316
C 3.12818 -1.19165 0.16431 2.640 -0.230 0.201
N 3.93287 0.78949 3.60699 1.432 0.949 1.168
C 4.68018 1.98179 4.10559 2.953 -0.864 -1.427
C 3.27137 0.14820 4.73627 -1.020 -0.395 -1.043
N 4.14757 1.67809 1.07425 -0.880 -0.495 0.130
C 3.56753 2.45007 -0.08432 5.603 -10.565 4.347
C 5.57237 1.55284 0.93002 0.315 -0.496 0.429
H 4.59153 -2.60973 1.53162 -0.069 0.190 -0.126
H 3.40757 -2.54155 2.83251 0.152 0.040 0.313
H 4.86982 -1.40023 2.79494 0.134 -0.915 0.772
H 2.96617 -0.33206 -0.48605 -0.123 0.217 0.578
H 2.37843 -1.97207 0.03423 0.248 0.264 1.160
H 3.96438 -1.68828 -0.32787 0.747 0.162 0.223
H 4.56578 2.34629 5.12645 -0.974 -0.670 0.137
H 5.73183 1.70040 4.05110 0.312 0.010 0.208
H 4.58433 2.86672 3.47645 1.090 -1.106 0.015
H 2.76431 -0.70907 4.29345 -0.121 -0.213 0.686
H 3.91590 -0.17493 5.55374 0.321 0.123 -0.322
H 2.52368 0.85205 5.10186 -0.264 -0.198 0.460
H 4.29170 2.70316 -0.85867 0.310 -0.128 0.949
H 2.78996 1.81033 -0.50170 0.016 0.548 -0.406
H 3.04606 3.30264 0.35077 3.598 -5.818 6.524
H 6.11956 2.49407 0.98262 -0.381 0.584 0.160
H 5.76499 1.20305 -0.08420 0.473 -0.746 0.179
H 5.99488 0.97338 1.75089 0.124 -0.525 -0.406
O -3.07426 -2.15652 4.53526 -0.939 -0.582 0.581
P -2.52025 -1.37713 3.43589 1.079 4.119 -2.150
N -3.10517 -1.77292 1.88674 0.357 4.238 1.769
C -2.43249 -1.31468 0.65840 -0.161 0.337 1.976
C -4.48874 -2.22826 1.75627 -3.109 6.219 4.059
N -0.82824 -1.50747 3.22573 -0.882 -0.841 -1.600
C -0.34249 -2.78071 2.54115 -1.602 2.097 2.683
C 0.03811 -1.05734 4.26907 -0.925 0.626 0.161
N -2.76227 0.35922 3.55809 0.276 -1.768 -0.260
C -1.85912 1.36593 2.88494 -5.459 -3.451 -2.165
C -3.95169 0.88331 4.30149 1.977 -0.776 0.155
H -1.60249 -0.64557 0.88533 -1.272 -0.952 1.044
H -3.11524 -0.83020 -0.03962 0.046 0.325 0.975
H -1.94444 -2.11245 0.09851 -2.593 0.513 1.685
H -5.10794 -1.38235 1.45774 -0.281 0.569 0.312
H -4.75360 -2.51664 2.77351 -0.496 0.017 0.085
H -4.65138 -3.10420 1.12827 -3.285 4.786 1.235
H 0.73803 -2.73979 2.40363 -0.377 0.481 -0.018
H -0.55119 -3.49334 3.33909 0.175 -0.982 -0.450
H -0.95583 -2.90672 1.64895 1.058 -0.483 0.448
H -0.55782 -0.37700 4.87742 0.359 0.461 0.131
H 0.35175 -1.84334 4.95604 0.367 -0.319 -0.090
H 0.85904 -0.53309 3.77984 0.225 -0.101 0.473
H -2.33311 1.98874 2.12629 -0.782 -0.551 -0.983
H -1.57818 2.14302 3.59579 -4.314 -2.390 -1.495
H -0.97230 0.90454 2.45048 -0.570 -0.282 0.513
H -4.64625 0.07570 4.53271 -0.182 0.072 -0.465
H -4.39874 1.73332 3.78599 -0.128 -0.184 -0.079
H -3.57286 1.18053 5.27937 -0.264 0.584 0.194
C 1.36679 -4.13168 0.24665 0.708 1.117 0.525
C 0.14601 -4.98035 0.02425 -0.264 -0.208 0.319
C 0.17509 -5.95452 1.23447 0.945 -0.785 -0.399
C -1.06742 -6.76546 1.47436 -0.540 0.374 0.286
C -2.14782 -5.76577 1.65926 -1.467 1.709 -0.529
C -2.38750 -4.72088 0.50276 -0.989 -3.097 -1.802
N -1.08096 -4.12358 0.14458 0.358 0.690 0.096
O -1.17729 -3.16595 -0.92815 -2.402 -5.993 -2.812
C -2.95140 -5.40862 -0.79104 -0.404 -0.510 0.432
C -3.48355 -3.70961 0.98721 6.483 -9.313 -3.867
C 0.27576 -5.73566 -1.30752 -1.197 -0.759 -0.593
H 1.16240 -3.58048 1.16453 0.439 0.005 -0.729
H 1.59820 -3.43396 -0.55818 -0.351 -0.475 -0.049
H 2.29503 -4.65961 0.46515 -0.114 -0.741 -0.304
H 1.05726 -6.56226 1.03318 0.037 -0.355 -0.022
H 0.44062 -5.44743 2.16208 -0.243 0.414 -0.018
H -1.17631 -7.21022 2.46352 1.188 -0.860 -0.085
H -1.34076 -7.49386 0.71094 0.293 -0.035 -0.120
H -1.94688 -5.19498 2.56586 0.388 0.341 0.070
H -3.04740 -6.28944 1.98273 -0.593 0.131 -0.706
H -3.11047 -4.66157 -1.56867 0.211 -0.027 0.027
H -2.39129 -6.23322 -1.23194 0.479 0.107 0.138
H -3.92087 -5.86215 -0.58478 -0.311 0.139 0.209
H -3.85566 -3.10914 0.15710 2.631 -3.333 0.289
H -4.37527 -4.01692 1.53355 1.972 -4.741 0.305
H -2.82019 -3.14428 1.64177 -0.906 -1.801 -0.205
H 1.19476 -5.75042 -1.89345 0.378 0.738 0.539
H -0.51017 -5.37313 -1.97007 0.160 0.072 -0.165
H 0.07359 -6.79865 -1.17606 -0.256 -0.168 0.170
H -1.03641 -2.29779 -0.54335 1.214 -0.372 -0.869
```
Forces are in eV/Å.

For the LUMO energy, the calculation gives 0.12 eV. The HOMO energy is -0.212 Eh. The energy is -4509.26334 hartree.